Run w
A cluster of 2 separate species, C2H4N4O2 in total, computed with the ωB97M-V functional and the def2-TZVPD basis.

```
12
Properties=species:S:1:pos:R:3:mulliken_charge:R:1
H -2.030 -1.613 0.721 0.29
O -5.039 0.247 -0.370 -0.53
H 0.759 1.005 0.491 0.20
H 2.104 0.369 -0.188 0.21
N -4.150 -0.501 -0.052 1.00
C -2.813 0.098 0.328 0.33
N -1.855 -0.607 0.692 -0.37
C -2.744 1.512 0.215 0.21
O -4.190 -1.706 0.011 -0.59
N 1.114 0.223 -0.042 -0.62
N -2.673 2.648 0.104 -0.33
H 0.648 0.209 -0.938 0.20
```

Summary:
Gap between HOMO and LUMO: 0.3073 Eh
Highest occupied orbital energy: -10.08 eV
SMILES string: [H]/N=C(/C#N)[N+](=O)[O-].N



Run x
The molecule C2H4N4O2, computed with the ωB97M-V functional and the def2-TZVPD basis.

```
12
Properties=species:S:1:pos:R:3:mulliken_charge:R:1
N -1.300 2.054 0.049 -0.62
C -0.592 1.026 0.185 0.75
H 2.228 0.021 1.262 0.36
N -0.497 0.031 -0.785 -0.18
H -1.644 -1.463 -0.587 0.35
O -1.207 -1.056 0.119 -0.51
N 0.968 -0.196 -0.600 0.07
C 1.318 0.274 0.661 -0.01
O 1.299 -1.457 -0.767 -0.43
H -1.921 1.926 -0.783 0.27
N 0.452 0.954 1.249 -0.42
H 0.894 -2.114 -0.004 0.36
```

Summary:
Gap between HOMO and LUMO: 0.3828 Eh
Highest occupied orbital energy: -10.24 eV
SMILES string: [H]/N=c1/ncn(O)n1O



Top of the stability list: run w, leading by 0.0621 hartree.



Run w
The molecule C2H4N4O2, computed with the ωB97M-V functional and the def2-TZVPD basis.

```
12
Properties=species:S:1:pos:R:3:mulliken_charge:R:1
H -3.008 -0.974 -0.126 0.37
N 0.140 0.658 -0.165 0.38
C -0.653 1.895 0.054 -0.55
H -0.192 2.844 -0.609 0.26
N -1.164 -1.254 0.059 -0.54
O -2.182 -0.311 0.029 -0.38
N 2.108 -0.280 0.163 -0.17
C -0.003 -0.654 0.007 0.57
N 1.506 0.805 -0.035 -0.29
H -1.637 1.716 -0.436 0.29
H -0.770 2.068 1.250 0.25
O 1.110 -1.263 -0.104 -0.20
```

Summary:
Gap between HOMO and LUMO: 0.3304 Eh
Highest occupied orbital energy: -8.44 eV
SMILES string: Cn1nno/c1=N/O



Run x
The molecule C2H4N4O2, computed with the ωB97M-V functional and the def2-TZVPD basis.

```
12
Properties=species:S:1:pos:R:3:mulliken_charge:R:1
O 0.542 -1.917 0.064 -0.15
H -1.669 1.132 -0.205 0.27
H -2.820 -0.196 -0.296 0.36
N -0.659 -1.816 -0.170 -0.35
N -2.021 0.205 0.395 -0.55
C -0.930 -0.579 0.091 0.17
N 1.187 -0.678 0.545 0.14
O 2.462 -0.444 0.113 -0.42
H 0.237 2.264 -0.259 0.20
H 2.533 0.339 -0.497 0.34
C 0.331 0.267 0.305 0.77
N 0.804 1.423 -0.085 -0.80
```

Summary:
Gap between HOMO and LUMO: 0.3431 Eh
Highest occupied orbital energy: -9.04 eV
SMILES string: [H]/N=c1\c(N)non1O



Run y
The molecule C2H4N4O2, computed with the ωB97M-V functional and the def2-TZVPD basis.

```
12
Properties=species:S:1:pos:R:3:mulliken_charge:R:1
N -0.861 -0.508 -0.201 0.72
H -2.131 1.588 0.162 0.22
H 3.073 -0.977 -0.436 0.38
N -1.159 1.943 -0.090 -0.68
O 2.585 -0.177 0.037 -0.49
C 1.192 -0.277 0.028 0.56
O 0.752 0.937 0.153 -0.31
N 0.252 -1.205 -0.046 -0.76
H -2.237 -1.169 1.044 0.25
H -2.793 -1.031 -0.424 0.25
N -2.002 -1.313 0.074 -0.57
C -0.563 0.792 -0.033 0.42
```

Summary:
Gap between HOMO and LUMO: 0.3258 Eh
Highest occupied orbital energy: -8.45 eV
SMILES string: [H]/N=c1/oc(O)nn1N



Top of the stability list: run y, leading by 0.0859 hartree.



Run w
The molecule CHN3O3S, computed with the ωB97M-V functional and the def2-TZVPD basis.

```
9
Properties=species:S:1:pos:R:3:mulliken_charge:R:1
N -2.337 -1.429 2.236 -0.34
O -1.679 1.076 -0.627 -0.44
S -0.589 -0.013 0.182 0.49
N 0.264 -0.912 -0.699 -0.42
O -2.622 2.522 -1.905 -0.44
N -2.754 1.420 -1.588 1.10
C -1.719 -1.097 1.325 0.21
H 0.798 -1.181 -1.516 0.30
O -3.639 0.663 -1.714 -0.47
```

Summary:
Gap between HOMO and LUMO: 0.3455 Eh
Highest occupied orbital energy: -10.43 eV



Run x
A cluster of 2 separate species, CHN3O3S in total, computed with the ωB97M-V functional and the def2-TZVPD basis.

```
9
Properties=species:S:1:pos:R:3:mulliken_charge:R:1
C -2.548 1.150 -0.198 0.04
O -1.749 -1.594 0.600 -0.42
N -1.160 -0.624 0.311 0.61
N -0.084 -0.145 0.286 -0.14
O 1.551 -1.142 -1.193 -0.43
O 2.476 0.420 0.514 -0.38
N -2.904 2.240 -0.199 -0.34
H 2.814 0.607 -0.341 0.35
S 1.603 -0.912 0.219 0.72
```

Summary:
Gap between HOMO and LUMO (alpha / beta): 0.2898 / 0.2578 Eh
Highest occupied orbital energy (alpha / beta): -10.82 / -10.08 eV



Top of the stability list: run x, leading by 0.0284 hartree.



Run w
The molecule C5H8, computed with the ωB97M-V functional and the def2-TZVPD basis.

```
13
Properties=species:S:1:pos:R:3:mulliken_charge:R:1
H -2.819 -0.992 0.788 0.21
H -2.553 -0.676 -1.249 0.21
C -1.059 0.203 0.481 -0.04
C 2.001 -0.735 -0.111 -0.58
C 1.283 0.448 0.173 -0.22
H -0.213 0.327 -1.475 0.33
H -0.788 0.166 1.681 0.23
H 1.616 -1.717 -0.804 0.21
H -0.100 1.877 -0.641 0.26
H 2.831 -1.116 0.650 0.22
C -2.123 -0.529 -0.056 -0.64
C -0.031 0.773 -0.486 -0.47
H 1.608 1.169 1.049 0.30
```

Summary:
Gap between HOMO and LUMO: 0.3837 Eh
Highest occupied orbital energy: -9.20 eV
SMILES string: C=CCC=C



Run x
A cluster of 2 separate species, C5H8 in total, computed with the ωB97M-V functional and the def2-TZVPD basis.

```
13
Properties=species:S:1:pos:R:3:mulliken_charge:R:1
H -1.851 0.306 -1.038 0.27
C 1.086 -0.430 -0.140 0.49
C 2.296 -0.100 -0.514 -1.09
H -1.555 -1.075 1.750 0.22
C -0.170 -0.518 0.133 0.42
H 0.120 1.973 -1.078 0.00
C -1.411 -1.084 0.673 -0.61
H 2.671 -0.357 -1.500 0.27
H -1.544 1.156 0.552 0.29
H 0.845 1.853 -1.187 -0.02
H 2.926 0.513 0.125 0.29
H -1.863 -1.928 0.158 0.22
C -1.421 0.253 -0.041 -0.76
```

Summary:
Gap between HOMO and LUMO: 0.3832 Eh
Highest occupied orbital energy: -9.23 eV
SMILES string: C=C=C1CC1.[H][H]



Run y
The molecule C5H8, computed with the ωB97M-V functional and the def2-TZVPD basis.

```
13
Properties=species:S:1:pos:R:3:mulliken_charge:R:1
H -1.752 0.802 -1.054 0.32
H 1.086 -0.369 1.322 0.28
H 0.367 1.953 -0.524 0.24
C -0.218 -0.761 -0.523 0.27
H 1.893 0.045 -0.220 0.34
H -0.087 1.810 1.191 0.28
C 0.025 1.259 0.252 -0.44
C 0.936 0.009 0.304 -0.63
H 0.100 -0.848 -1.568 0.38
H -1.839 0.131 0.607 0.27
C -0.142 -1.867 0.393 -0.84
C -1.171 0.407 -0.215 -0.68
H 0.677 -2.514 0.010 0.22
```

Summary:
Gap between HOMO and LUMO: 0.3337 Eh
Highest occupied orbital energy: -8.40 eV



Run z
A structure of composition C5H8, computed with the ωB97M-V functional and the def2-TZVPD basis.

```
13
Properties=species:S:1:pos:R:3:mulliken_charge:R:1
H 1.654 -1.038 0.482 0.21
C -0.002 -0.957 -0.854 -0.75
H 0.602 -1.308 -1.707 0.27
C 0.142 0.515 0.955 -0.38
C 0.556 -0.979 0.585 -0.39
H -0.936 2.217 0.058 0.23
H -1.010 -1.387 -0.970 0.25
H -1.988 0.726 0.163 0.23
C -0.984 1.136 0.168 -0.58
H 0.923 1.055 -1.037 0.30
H 0.812 1.244 1.425 0.24
C 0.080 0.537 -0.628 0.03
H 0.172 -1.722 1.265 0.34
```

Summary:
Gap between HOMO and LUMO: 0.3534 Eh
Highest occupied orbital energy: -8.35 eV



Top of the stability list: run z, leading by 0.0376 hartree.